A 14-piece molecular cluster, C43H103B6F24N11O5 overall in a non-equilibrium geometry, computed with ωB97M-V/def2-TZVPD.

Geometry as ORCA input:
```
! wB97M-V def2-TZVPD RIJCOSX def2/J DEFGRID3
* xyz 2 1
C 15.71 14.33 27.18
C 15.52 13.25 26.06
N 14.25 13.35 25.32
C 13.74 12.40 24.43
C 12.46 12.83 23.92
N 12.34 14.15 24.26
C 13.31 14.38 25.24
C 11.23 15.01 23.94
H 16.33 15.16 26.85
H 16.18 13.91 28.07
H 14.80 14.84 27.51
H 15.59 12.23 26.45
H 16.35 13.26 25.35
H 14.27 11.48 24.21
H 11.78 12.32 23.25
H 13.33 15.30 25.81
H 11.21 15.69 24.79
H 10.33 14.40 23.86
H 11.39 15.51 22.99
C 7.09 15.68 13.71
C 7.96 15.29 12.55
N 7.39 15.85 11.29
C 6.15 15.70 10.78
C 6.05 16.62 9.71
N 7.24 17.23 9.55
C 8.13 16.77 10.45
C 7.62 18.02 8.49
H 6.16 15.14 13.85
H 6.82 16.73 13.54
H 7.66 15.66 14.64
H 7.98 14.21 12.42
H 8.93 15.74 12.76
H 5.46 15.03 11.26
H 5.28 16.75 8.97
H 9.13 17.15 10.59
H 7.50 17.51 7.54
H 8.67 18.32 8.52
H 7.11 18.99 8.52
C 27.46 19.26 30.89
C 26.24 18.59 30.39
N 25.61 19.40 29.30
C 26.16 19.68 28.07
C 25.25 20.36 27.25
N 24.13 20.50 28.04
C 24.33 19.83 29.23
C 22.77 20.98 27.64
H 28.02 18.49 31.42
H 27.23 20.10 31.54
H 28.14 19.51 30.07
H 25.41 18.51 31.08
H 26.50 17.71 29.80
H 27.17 19.43 27.77
H 25.30 20.84 26.29
H 23.67 19.79 30.09
H 22.12 21.49 28.34
H 22.38 20.00 27.36
H 22.89 21.56 26.72
C 11.17 8.81 29.81
N 11.70 8.43 31.21
C 12.60 9.51 31.77
C 10.41 8.25 32.09
C 12.45 7.06 31.04
C 13.32 6.59 32.27
O 12.51 5.98 33.26
H 10.52 9.67 29.96
H 10.66 7.97 29.36
H 12.04 8.95 29.17
H 12.18 10.40 31.31
H 13.58 9.41 31.29
H 12.49 9.55 32.85
H 9.64 7.62 31.64
H 9.97 9.22 32.29
H 10.86 7.96 33.04
H 13.12 7.20 30.19
H 11.69 6.34 30.74
H 14.02 7.36 32.60
H 13.94 5.74 31.98
H 12.88 5.22 33.72
C 3.33 14.08 30.47
N 2.57 14.03 29.14
C 1.37 14.96 29.23
C 3.44 14.67 27.98
C 2.22 12.60 28.60
C 3.36 11.52 28.61
O 4.42 11.88 27.80
H 2.61 13.48 31.03
H 3.38 15.07 30.92
H 4.25 13.49 30.38
H 0.64 14.49 29.89
H 0.99 14.94 28.21
H 1.45 15.99 29.57
H 3.55 15.66 28.41
H 3.12 14.70 26.94
H 4.47 14.32 28.06
H 1.80 12.72 27.60
H 1.46 12.20 29.27
H 3.01 10.56 28.22
H 3.61 11.38 29.66
H 4.24 11.65 26.89
C 18.82 16.01 16.53
N 18.21 16.50 17.92
C 19.27 16.29 18.97
C 17.85 18.01 17.95
C 17.04 15.53 18.37
C 15.85 15.83 17.41
O 15.29 14.59 17.34
H 19.08 14.97 16.68
H 19.81 16.40 16.28
H 18.17 16.08 15.66
H 19.63 15.26 19.01
H 18.84 16.51 19.95
H 20.09 16.96 18.71
H 17.32 18.18 18.89
H 17.30 18.27 17.05
H 18.78 18.57 17.93
H 16.88 15.80 19.41
H 17.41 14.51 18.32
H 15.95 16.19 16.39
H 15.13 16.45 17.93
H 15.20 14.44 16.40
C 12.04 5.18 17.66
N 11.32 5.83 16.46
C 10.18 6.73 17.08
C 12.40 6.55 15.70
C 10.63 4.71 15.65
C 11.55 3.55 15.18
O 12.36 3.98 14.18
H 12.93 4.59 17.46
H 11.31 4.55 18.18
H 12.24 6.00 18.36
H 9.66 7.36 16.35
H 10.49 7.45 17.84
H 9.47 6.01 17.49
H 12.76 7.35 16.34
H 11.97 7.05 14.83
H 13.25 6.00 15.28
H 10.13 5.24 14.84
H 9.87 4.29 16.30
H 10.89 2.76 14.82
H 12.03 3.03 16.01
H 12.91 3.23 13.94
C 8.51 25.79 25.24
N 8.84 24.36 25.71
C 8.64 23.44 24.48
C 10.23 24.36 26.18
C 7.87 23.97 26.89
C 7.65 22.49 27.04
O 8.73 21.59 27.02
H 7.49 25.83 24.87
H 9.14 26.12 24.41
H 8.54 26.51 26.05
H 7.59 23.25 24.28
H 9.20 22.56 24.79
H 9.11 23.87 23.59
H 10.59 23.37 26.46
H 10.32 25.08 27.00
H 10.77 24.66 25.28
H 6.97 24.51 26.59
H 8.29 24.43 27.78
H 6.93 22.06 26.34
H 7.28 22.44 28.07
H 8.83 21.08 27.82
B 19.65 9.50 32.68
F 20.60 10.43 32.61
F 20.26 8.30 33.09
F 18.75 9.90 33.47
F 18.92 9.25 31.57
B 4.75 9.65 21.91
F 4.31 8.74 20.93
F 5.03 10.88 21.31
F 3.74 9.70 22.81
F 5.87 9.14 22.56
B 15.40 20.36 24.93
F 16.19 19.41 24.26
F 14.06 20.08 24.76
F 15.65 20.36 26.33
F 15.60 21.64 24.41
B 9.59 20.58 16.90
F 10.28 19.79 16.02
F 9.10 19.78 17.90
F 10.50 21.54 17.29
F 8.75 21.24 16.09
B 18.73 8.62 19.38
F 19.24 8.96 18.14
F 19.31 9.50 20.32
F 17.29 8.64 19.49
F 19.24 7.36 19.67
B 14.78 4.74 25.42
F 13.51 5.20 25.27
F 15.16 3.86 24.45
F 15.55 5.82 25.45
F 15.06 4.07 26.63
*
```

Calculated values
Relative energy (zero: lowest compared OMol25 entry of this formula, charge and spin) ... 469.77 kcal per mole
DFT total energy ... -142170.9155 eV
Orbital gap ... 6.5 eV